This record from OMol25 describes a molecular structure, C52H56AuN5P2Se2. The level of theory is ωB97M-V/def2-TZVPD.

The geometry in ORCA input format:
```
! wB97M-V def2-TZVPD RIJCOSX def2/J DEFGRID3
* xyz 0 1
Au -0.422 -0.648 -1.311
C -2.600 3.311 0.544
C -3.037 2.430 -0.622
C -4.530 2.103 -0.546
C -2.682 3.041 -1.951
C -2.963 4.376 -2.210
C -2.639 4.953 -3.425
C -1.996 4.202 -4.390
C -1.717 2.855 -4.194
C -0.910 2.116 -5.250
C 0.502 2.700 -5.342
C -1.601 2.119 -6.615
C -2.112 2.270 -2.976
N -1.904 0.874 -2.785
C -2.447 0.087 -3.612
C -2.093 -1.341 -3.631
N -1.215 -1.852 -2.861
C -0.833 -3.204 -3.188
C -0.013 -3.372 -4.312
C 0.283 -4.673 -4.710
C -0.191 -5.771 -4.019
C -0.955 -5.573 -2.883
C -1.286 -4.298 -2.432
C -2.079 -4.231 -1.136
C -3.272 -3.272 -1.135
C -1.127 -3.980 0.037
C 0.641 -2.256 -5.128
C 1.279 -1.122 -4.324
C -0.257 -1.709 -6.244
H -2.794 2.795 1.485
H -3.135 4.263 0.562
H -1.530 3.521 0.481
H -2.495 1.491 -0.535
H -5.130 3.015 -0.565
H -4.747 1.562 0.377
H -4.838 1.479 -1.388
H -3.444 4.973 -1.446
H -2.865 5.996 -3.609
H -1.696 4.673 -5.318
H -0.796 1.075 -4.948
H 0.473 3.753 -5.627
H 1.085 2.161 -6.092
H 1.018 2.622 -4.384
H -1.689 3.130 -7.015
H -2.606 1.697 -6.551
H -1.026 1.525 -7.328
H -3.149 0.455 -4.364
H -2.566 -1.976 -4.378
H 0.914 -4.818 -5.579
H 0.045 -6.772 -4.354
H -1.312 -6.427 -2.321
H -2.492 -5.234 -0.999
H -2.967 -2.235 -1.022
H -3.923 -3.503 -0.291
H -3.856 -3.372 -2.054
H -0.667 -2.993 -0.037
H -0.329 -4.726 0.049
H -1.663 -4.023 0.986
H 1.468 -2.762 -5.631
H 0.544 -0.445 -3.886
H 1.919 -0.529 -4.980
H 1.896 -1.507 -3.511
H -1.037 -1.050 -5.853
H -0.738 -2.517 -6.797
H 0.339 -1.123 -6.946
Se 5.010 -0.903 2.422
P 3.569 0.544 2.941
C 4.124 2.270 2.863
C 3.194 3.307 2.923
C 3.613 4.621 2.812
C 4.961 4.904 2.626
C 5.885 3.873 2.556
C 5.467 2.554 2.672
C 3.026 0.274 4.660
C 2.819 1.316 5.559
C 2.536 1.039 6.889
C 2.446 -0.273 7.329
C 2.646 -1.316 6.437
C 2.948 -1.043 5.113
C 2.232 0.553 1.710
C 0.988 -0.018 1.444
N 0.743 0.271 0.134
N 1.775 0.949 -0.360
N 2.664 1.134 0.566
P -0.293 -0.741 2.477
Se -2.198 -0.885 1.586
C -0.418 0.367 3.906
C -0.441 1.735 3.636
C -0.702 2.643 4.648
C -0.956 2.188 5.935
C -0.932 0.829 6.205
C -0.660 -0.085 5.196
C 0.330 -2.359 2.988
C -0.501 -3.196 3.734
C -0.057 -4.451 4.114
C 1.204 -4.889 3.725
C 2.014 -4.076 2.949
C 1.581 -2.809 2.579
H 2.140 3.081 3.042
H 2.889 5.424 2.855
H 5.287 5.931 2.525
H 6.933 4.094 2.398
H 6.175 1.737 2.605
H 2.905 2.344 5.238
H 2.391 1.855 7.585
H 2.228 -0.481 8.369
H 2.592 -2.344 6.772
H 3.169 -1.853 4.430
H -0.277 2.083 2.624
H -0.717 3.703 4.428
H -1.169 2.894 6.727
H -1.122 0.473 7.209
H -0.632 -1.142 5.423
H -1.505 -2.871 3.982
H -0.701 -5.094 4.700
H 1.550 -5.871 4.022
H 2.990 -4.417 2.629
H 2.225 -2.178 1.979
*
```

## Properties
DFT total energy ... -7910.1981 a.u.
E_LUMO ... -1.21 eV
Energy relative to the best compared isomer or geometry (same formula, charge and spin) ... 3.4 kJ/mol
Maximum force ... 0.83 eV/Å

***

This record from OMol25 describes a molecular structure, C52H56BrN5OPbTe. The level of theory is ωB97M-V/def2-TZVPD.

The geometry in ORCA input format:
```
! wB97M-V def2-TZVPD RIJCOSX def2/J DEFGRID3
* xyz 0 1
Pb -11.411 -10.464 12.054
O -8.223 -7.674 12.970
C -9.366 -8.166 12.984
N -9.992 -8.667 11.890
C -9.488 -8.260 10.589
C -9.225 -9.455 9.662
C -8.066 -9.740 8.955
C -8.060 -10.615 7.889
C -9.188 -11.375 7.636
C -10.325 -11.129 8.428
N -10.278 -10.332 9.510
C -9.982 -8.564 14.237
C -9.438 -8.179 15.520
C -10.139 -8.527 16.640
C -11.294 -9.298 16.568
C -11.779 -9.749 15.346
N -11.051 -9.467 14.223
H -8.649 -7.557 10.644
H -10.276 -7.649 9.954
H -7.093 -9.338 9.323
H -7.175 -10.620 7.240
H -9.186 -12.138 6.894
H -11.287 -11.578 8.221
H -8.479 -7.680 15.621
H -9.715 -8.401 17.577
H -12.009 -9.260 17.401
H -12.663 -10.366 15.160
C -19.595 -11.829 5.508
C -18.617 -11.628 6.661
C -17.236 -12.189 6.333
C -19.305 -11.927 7.994
C -20.717 -11.642 8.094
C -21.451 -12.007 9.253
C -20.813 -12.596 10.314
C -19.450 -12.928 10.251
C -18.758 -13.392 11.589
C -17.225 -13.396 11.680
C -19.311 -14.739 12.057
C -18.757 -12.752 9.012
N -17.776 -13.590 8.650
C -17.624 -14.854 8.455
C -16.380 -15.524 8.437
C -16.183 -16.784 7.779
C -14.806 -17.048 7.751
C -14.284 -15.906 8.395
N -15.223 -14.973 8.794
C -12.891 -15.663 8.874
C -11.928 -16.013 7.720
C -12.847 -14.240 9.391
C -12.569 -16.610 10.081
H -19.141 -11.531 4.554
H -20.497 -11.230 5.608
H -19.920 -12.888 5.303
H -18.393 -10.531 6.648
H -17.205 -13.205 5.848
H -16.505 -12.167 7.122
H -16.859 -11.527 5.492
H -21.229 -11.073 7.377
H -22.487 -11.707 9.204
H -21.415 -12.819 11.206
H -19.072 -12.595 12.307
H -16.800 -14.306 11.184
H -16.940 -13.401 12.695
H -16.842 -12.508 11.194
H -19.023 -15.390 11.250
H -20.407 -14.707 12.136
H -18.761 -15.008 12.998
H -18.443 -15.541 8.404
H -16.927 -17.339 7.238
H -14.185 -17.946 7.492
H -12.182 -15.664 6.752
H -11.835 -17.114 7.657
H -10.923 -15.568 7.958
H -13.005 -13.485 8.608
H -11.808 -14.044 9.782
H -13.549 -14.073 10.229
H -12.501 -17.660 9.821
H -13.319 -16.514 10.866
H -11.683 -16.235 10.570
Br -15.028 -11.060 14.525
C -15.370 -9.277 15.164
C -15.928 -9.193 16.467
C -16.112 -7.959 17.045
C -15.489 -6.867 16.554
C -14.765 -6.921 15.355
C -14.060 -5.731 14.943
C -13.435 -5.694 13.732
C -13.442 -6.839 12.866
C -14.146 -8.056 13.299
C -14.710 -8.176 14.607
H -16.295 -10.044 16.932
H -16.668 -7.934 18.034
H -15.645 -5.945 17.082
H -14.089 -4.883 15.668
H -12.958 -4.808 13.319
H -12.990 -6.842 11.899
C -16.795 -4.593 8.028
C -16.318 -5.792 8.660
C -17.145 -6.677 9.334
C -16.658 -7.812 10.083
C -17.669 -8.722 10.689
C -15.309 -7.980 10.100
Te -14.444 -9.475 11.680
C -14.437 -7.345 9.169
C -13.106 -7.908 8.785
C -14.976 -6.230 8.566
H -16.971 -4.647 6.940
H -16.130 -3.644 8.126
H -17.707 -4.229 8.432
H -18.168 -6.487 9.485
H -17.163 -9.596 11.122
H -18.378 -8.946 9.902
H -18.316 -8.151 11.398
H -12.358 -7.643 9.597
H -12.814 -7.477 7.874
H -13.053 -9.021 8.711
H -14.182 -5.596 8.159
*
```

## Properties
DFT total energy ... -5398.7511 a.u.
E_LUMO ... -1.76 eV
Maximum force ... 4.74 eV/Å

***

This record from OMol25 describes a molecular structure, C52H57BN10O2RuSSb2. The level of theory is ωB97M-V/def2-TZVPD.

The geometry in ORCA input format:
```
! wB97M-V def2-TZVPD RIJCOSX def2/J DEFGRID3
* xyz 1 6
Ru -0.468 1.546 0.094
C -0.698 -1.204 1.586
C 0.408 -0.657 2.458
C 1.420 -0.766 4.769
C 2.599 -0.351 4.297
C 3.687 0.215 5.156
N 2.860 -0.479 2.947
N 0.899 0.639 2.004
B 1.350 2.008 2.589
N 0.077 2.797 2.869
N -0.855 2.929 1.901
C -1.877 3.623 2.401
C -3.082 3.996 1.606
C -1.593 3.944 3.732
C -0.345 3.401 3.993
C 0.428 3.438 5.266
N 2.113 2.629 1.383
N 1.455 2.729 0.201
C 2.296 3.237 -0.709
C 1.897 3.500 -2.119
C 3.527 3.460 -0.096
C 3.375 3.056 1.224
C 4.412 3.073 2.292
H -0.551 -2.249 1.333
H -1.646 -1.098 2.115
H -0.785 -0.615 0.657
H 1.183 -0.728 5.821
H 3.670 -0.252 6.137
H 4.667 0.039 4.707
H 3.563 1.292 5.292
H 2.045 1.972 3.553
H -2.965 3.704 0.564
H -3.972 3.513 2.011
H -3.240 5.073 1.654
H -2.218 4.495 4.412
H -0.225 3.769 6.071
H 0.829 2.455 5.512
H 1.263 4.137 5.195
H 0.917 3.077 -2.336
H 1.865 4.573 -2.311
H 2.627 3.067 -2.803
H 4.417 3.857 -0.553
H 5.395 3.130 1.831
H 4.296 3.944 2.939
H 4.363 2.184 2.921
C 2.329 -1.613 -2.366
C 0.992 -0.966 -2.642
C -0.074 -1.894 -3.218
Sb -0.562 -3.523 -1.864
C -2.713 -3.416 -1.848
C -3.379 -4.277 -0.979
C -4.764 -4.253 -0.893
C -5.488 -3.348 -1.657
C -4.827 -2.478 -2.511
C -3.440 -2.508 -2.610
C -0.293 -5.144 -3.264
C -1.330 -5.990 -3.636
C -1.100 -7.009 -4.552
C 0.167 -7.196 -5.085
C 1.211 -6.366 -4.699
C 0.981 -5.349 -3.784
Sb 3.415 -0.544 -0.816
C 2.241 -1.377 0.813
C 1.810 -0.505 1.949
C 0.453 -1.379 3.800
C 0.974 -2.776 3.457
C 1.629 -3.253 2.384
C 2.136 -2.677 1.126
C 4.867 -2.112 -0.509
C 5.046 -3.193 -1.362
C 5.977 -4.178 -1.059
C 6.735 -4.090 0.098
C 6.570 -3.007 0.951
C 5.645 -2.023 0.643
H 2.929 -1.638 -3.277
H 2.213 -2.629 -1.984
H 1.119 -0.127 -3.325
H 0.586 -0.525 -1.694
H 0.255 -2.329 -4.162
H -0.984 -1.325 -3.395
H -2.811 -4.979 -0.377
H -5.274 -4.931 -0.220
H -6.568 -3.323 -1.585
H -5.385 -1.773 -3.115
H -2.951 -1.812 -3.282
H -2.322 -5.855 -3.220
H -1.913 -7.659 -4.848
H 0.342 -7.990 -5.798
H 2.202 -6.514 -5.107
H 1.805 -4.712 -3.476
H 3.713 -0.055 2.615
H -0.535 -1.476 4.255
H 0.775 -3.489 4.251
H 1.857 -4.313 2.442
H 2.515 -3.410 0.420
H 4.463 -3.271 -2.274
H 6.110 -5.018 -1.729
H 7.458 -4.859 0.334
H 7.165 -2.929 1.852
H 5.525 -1.172 1.308
N -4.350 7.536 -2.099
C -3.870 6.264 -2.257
C -2.683 5.864 -1.624
C -2.223 4.572 -1.765
C -2.941 3.666 -2.535
C -4.125 4.034 -3.153
C -4.588 5.325 -3.013
S -2.255 2.064 -2.781
O -3.088 1.254 -3.616
O -0.875 2.244 -3.167
N -2.133 1.394 -1.271
C -3.227 1.231 -0.480
N -2.909 0.816 0.763
C -3.911 0.579 1.595
C -5.234 0.750 1.227
C -5.447 1.248 -0.051
N -4.461 1.494 -0.901
H -3.739 8.248 -1.744
H -5.096 7.845 -2.695
H -2.128 6.581 -1.031
H -1.299 4.256 -1.292
H -4.659 3.301 -3.742
H -5.507 5.629 -3.497
H -3.642 0.248 2.593
H -6.045 0.530 1.903
H -6.444 1.476 -0.412
*
```

## Properties
DFT total energy ... -3711.8606 a.u.
E_LUMO (spin up / spin down) ... -1.98 / -5.29 eV
Energy relative to the best compared isomer or geometry (same formula, charge and spin) ... 450.4 kJ/mol
Maximum force ... 1.45 eV/Å
Expectation value of S² ... 8.761